Density functional theory data (ωB97M-V/def2-TZVPD) for a structure of composition C18H39BIrN6O3SSi.

```
! RIJCOSX wB97M-V def2-TZVPD def2/J DEFGRID3
* xyz 1 5
Ir 1.53977 -0.52287 -0.30484
B 4.25294 -0.99079 2.01830
N 4.48261 -0.95534 0.50401
C 5.74778 -0.94290 -0.00711
C 5.68005 -0.88800 -1.37727
C 4.31276 -0.87325 -1.65381
N 3.60544 -0.91061 -0.51263
N 2.81174 -1.10436 2.50585
C 2.49144 -1.20710 3.82239
C 1.12563 -1.28962 3.94070
C 0.65496 -1.22429 2.62401
N 1.68098 -1.12282 1.77318
H 4.75238 0.02199 2.50572
H 4.88315 -1.94534 2.46348
H 6.60363 -0.98034 0.65372
H 6.49974 -0.87532 -2.07966
H 3.80704 -0.84257 -2.60888
H 3.26475 -1.22771 4.57742
H 0.54602 -1.38544 4.84593
H -0.35925 -1.23233 2.24723
C -2.42648 -1.59797 -2.04156
C -1.73236 -1.72375 -0.69310
C -2.75085 -1.80747 0.43425
C -0.80989 -2.92877 -0.68300
O -0.83668 -0.56357 -0.48946
Si -1.15125 1.07313 -0.35932
S 0.90609 1.71788 -0.34730
O -2.02015 1.61552 -1.59058
C -1.84850 2.32610 -2.84714
C -0.84521 1.59090 -3.72444
C -3.22007 2.33311 -3.49874
C -1.38615 3.74212 -2.53942
O -1.90937 1.36128 1.02061
C -1.95269 2.39054 2.03799
C -0.84244 2.11414 3.03875
C -3.31802 2.27793 2.69473
C -1.77573 3.75234 1.38244
H -2.97279 -2.51762 -2.25800
H -1.68779 -1.44039 -2.83180
H -3.12838 -0.76292 -2.05232
H -3.47144 -2.59602 0.21297
H -3.29488 -0.86819 0.54727
H -2.27078 -2.04552 1.38687
H -1.38641 -3.84966 -0.77804
H -0.23558 -2.98729 0.24626
H -0.11626 -2.87342 -1.52877
H -1.18129 0.56575 -3.90307
H 0.14143 1.56546 -3.25656
H -0.75556 2.09648 -4.68864
H -3.53301 1.31473 -3.74102
H -3.19385 2.91796 -4.42129
H -3.95594 2.77454 -2.82362
H -0.39134 3.73488 -2.08153
H -2.08704 4.22096 -1.85066
H -1.34031 4.33539 -3.45544
H -1.00433 1.14468 3.51740
H -0.82778 2.88511 3.81301
H 0.13051 2.10545 2.53626
H -3.47207 1.26407 3.07173
H -4.10679 2.50765 1.97536
H -3.39132 2.97690 3.53163
H -0.78557 3.84441 0.92351
H -1.88069 4.54125 2.12904
H -2.53877 3.90250 0.61309
N 1.51696 -4.80577 -0.25925
N 2.52778 -3.82968 -0.64287
H 1.99074 -5.47599 0.32590
H 1.30109 -5.31199 -1.10341
H 2.03858 -3.07196 -1.09653
H 2.89900 -3.43617 0.21003
*
```

Output
ΔE to the lowest compared entry with this formula, charge and spin: 65.5 kJ/mol
energy: -56606.0989 eV
largest force on an atom: 1.9 eV/A
frontier orbital gap (alpha / beta): 8.40 / 4.93 eV
HOMO energy (alpha / beta): -11.19 / -11.13 eV
LUMO (alpha / beta): -2.80 / -6.21 eV

Density functional theory data (ωB97M-V/def2-TZVPD) for a cluster of 4 separate species, C18H39F4NO14P3 in total.

```
! RIJCOSX wB97M-V def2-TZVPD def2/J DEFGRID3
* xyz -1 1
C 4.33531 -5.47178 2.35740
C 3.61269 -4.37926 1.54807
C 2.93916 -4.88461 0.28320
F 2.55230 -3.70636 -0.42174
C 1.69646 -5.78393 0.48578
N 1.41243 -6.15718 1.86330
C 0.40685 -5.17473 -0.10010
C -0.27645 -4.10800 0.80491
C -1.43247 -4.74201 1.48202
F -2.57714 -4.87751 0.75919
C -1.43839 -5.25304 2.71649
F -1.91993 -6.45217 2.99756
F -1.00084 -4.63954 3.81045
C 1.90636 -7.13575 -0.31488
O 1.21308 -8.10526 0.06960
O 2.71236 -7.12645 -1.27955
H 3.79527 -5.60674 3.29587
H 5.33623 -5.16525 2.65057
H 4.33293 -6.44547 1.87424
H 2.92104 -3.80580 2.16638
H 4.36883 -3.66176 1.22129
H 3.69948 -5.34756 -0.33922
H 1.35052 -5.37093 2.49304
H 2.01024 -6.88750 2.20962
H 0.54745 -4.81900 -1.11636
H -0.27530 -6.02259 -0.17054
H -0.60439 -3.27468 0.18604
H 0.41242 -3.71458 1.55115
C -1.65974 2.50733 -0.77516
O -0.47378 1.81956 -1.18156
P 0.11305 0.72987 -0.18130
O -0.86273 -0.22174 0.34466
O 0.82711 1.59173 0.94987
C 1.52545 2.78665 0.58466
O 1.29225 0.12868 -1.03075
C 1.47503 -1.30666 -1.04965
H -2.49018 2.18246 -1.39874
H -1.90146 2.32270 0.27125
H -1.50415 3.57731 -0.91642
H 0.85004 3.63959 0.66852
H 1.92139 2.73454 -0.43006
H 2.34985 2.92105 1.28156
H 1.95115 -1.57045 -1.98973
H 0.52337 -1.82523 -0.98552
H 2.11371 -1.60680 -0.22916
C 3.82462 6.43756 -3.81898
O 2.52625 6.06383 -4.29198
P 2.20308 4.51030 -4.40448
O 2.53073 3.71827 -3.22498
O 2.96867 4.03848 -5.71519
C 3.03533 4.90150 -6.85216
O 0.68003 4.55314 -4.82409
C -0.24318 3.64959 -4.19341
H 3.72805 6.87230 -2.82622
H 4.50238 5.58465 -3.77471
H 4.23522 7.18303 -4.49901
H 3.94761 5.49705 -6.80212
H 2.17147 5.56304 -6.91083
H 3.06913 4.28137 -7.74472
H -1.22811 4.11152 -4.20535
H 0.03520 3.45464 -3.16003
H -0.28110 2.71279 -4.74680
C -4.26656 0.31918 2.93438
O -5.22942 1.31977 3.32640
P -5.08930 2.76283 2.69426
O -4.93535 2.79312 1.24147
O -3.87555 3.42567 3.47727
C -3.70236 3.16735 4.87356
O -6.37806 3.48519 3.27008
C -7.16619 4.29675 2.39323
H -4.76268 -0.42404 2.31602
H -3.43176 0.74854 2.38074
H -3.88661 -0.15858 3.83512
H -3.03331 2.31681 5.00307
H -4.65105 2.96317 5.36884
H -3.24683 4.04565 5.32498
H -8.18677 4.29655 2.76995
H -7.16685 3.90068 1.37994
H -6.78361 5.31719 2.38953
*
```

Output
energy: -88196.9324 eV
largest force on an atom: 1.5 eV/A
frontier orbital gap: 6.26 eV
HOMO energy: -4.39 eV
LUMO: 1.87 eV

Density functional theory data (ωB97M-V/def2-TZVPD) for a structure of composition C18H39N3O8S3.

```
! RIJCOSX wB97M-V def2-TZVPD def2/J DEFGRID3
* xyz 0 1
N 5.33582 -3.71691 -1.42082
C 6.19400 -2.74706 -1.94764
O 6.87825 -3.00364 -2.87678
C 6.28727 -1.37919 -1.29230
C 4.96457 -0.60263 -1.30780
S 4.42795 -0.28631 -3.00185
O 3.61346 0.91079 -2.93117
O 5.61419 -0.10700 -3.76386
N 3.58660 -1.63406 -3.28376
S 2.98671 -1.76436 -4.78016
O 3.63608 -1.01000 -5.80657
O 2.96072 -3.15752 -5.10762
C 1.26340 -1.23381 -4.76555
C 0.88944 -0.45575 -3.51674
C 0.81902 -1.32730 -2.24785
C -0.62255 -1.70505 -1.85815
S -1.13285 -3.35088 -2.30670
O -2.54607 -3.33660 -2.35187
O -0.58292 -3.79599 -3.53130
O -0.59402 -4.28266 -1.13224
H 4.36554 -3.42210 -1.47534
H 5.45393 -4.55435 -1.97699
H 6.65306 -1.51274 -0.27149
H 7.06395 -0.85821 -1.83300
H 5.17152 0.34500 -0.82494
H 4.19683 -1.13466 -0.75246
H 1.13897 -0.57152 -5.61704
H 0.62167 -2.08702 -4.95811
H -0.12295 -0.06548 -3.68297
H 1.51708 0.42122 -3.39462
H 1.22702 -0.75606 -1.41642
H 1.41131 -2.22518 -2.40036
H -0.68140 -1.64547 -0.77127
H -1.36349 -1.01847 -2.25149
H -0.13005 -5.00972 -1.58688
C -2.86292 4.54773 3.92282
C -3.18879 3.11878 4.35052
C -1.98249 2.18080 4.32116
C -1.27400 1.93601 2.99961
N -2.01973 1.18743 1.92231
C -2.93896 2.06567 1.10225
C -2.02618 2.89482 0.21077
C -0.77262 2.03810 -0.00171
C -0.98524 0.79847 0.85865
C -2.66175 -0.09481 2.42200
C -4.12350 -0.00194 2.89163
C -4.35006 -0.44263 4.34118
H -2.47634 4.59361 2.90197
H -3.76034 5.16465 3.96024
H -2.12414 4.99455 4.58929
H -4.01109 2.73230 3.74646
H -3.56779 3.14413 5.37434
H -2.24150 1.22483 4.77878
H -1.22731 2.60341 4.99087
H -0.39499 1.32806 3.21398
H -0.91754 2.87007 2.56739
H -3.56438 1.39881 0.50924
H -3.55903 2.67791 1.74722
H -1.76300 3.83559 0.69408
H -2.52012 3.15540 -0.72276
H 0.12244 2.57934 0.30137
H -0.63411 1.76329 -1.04571
H -0.08446 0.43230 1.34423
H -1.42306 0.00884 0.25544
H -1.99593 -0.50553 3.18006
H -2.64210 -0.78020 1.57814
H -4.70197 -0.68099 2.26369
H -4.56588 0.97894 2.73597
H -3.73085 -1.30161 4.60219
H -5.39144 -0.72570 4.48832
H -4.14088 0.36023 5.04811
*
```

Output
energy: -72651.2592 eV
largest force on an atom: 2.5 eV/A
frontier orbital gap: 6.89 eV
HOMO energy: -7.77 eV
LUMO: -0.87 eV

Density functional theory data (ωB97M-V/def2-TZVPD) for a cluster of 7 separate species, C18H39N4O25P2S7 in total.

```
! RIJCOSX wB97M-V def2-TZVPD def2/J DEFGRID3
* xyz 1 1
N 1.78362 3.36024 -3.00434
P 0.37559 2.91472 -3.48337
C -0.28479 1.50801 -2.54286
C 0.19195 0.24258 -2.57920
P 1.54804 -0.48198 -3.51154
S 1.16003 -2.25417 -4.17812
N -0.56516 -0.49328 -1.73983
C -1.47136 0.28013 -1.16956
N -1.34259 1.49363 -1.65133
C -2.24493 2.61271 -1.29393
C -3.61672 2.38902 -1.96917
O -4.54398 1.89830 -1.04039
C -4.13565 3.62194 -2.70063
N -3.64732 3.77000 -4.06387
H 1.77237 4.33302 -2.73042
H -0.62510 3.88829 -3.43730
H 0.34236 2.38166 -4.77718
H 2.62190 -0.42780 -2.61609
H 1.74054 0.40398 -4.57195
H -0.42622 -1.47831 -1.57000
H -2.16918 -0.05934 -0.43678
H -1.77174 3.52523 -1.60641
H -2.33869 2.58520 -0.22208
H -3.48759 1.60648 -2.70468
H -4.51628 2.44255 -0.24609
H -3.94084 4.52882 -2.14669
H -5.20216 3.48636 -2.77680
H -2.64580 3.89202 -4.09779
H -3.85370 2.94220 -4.60590
C 2.66248 -0.25397 1.95930
C 1.78046 -0.81986 0.87137
O 0.49065 -0.97571 1.51124
S 0.29626 0.17937 2.60606
O -0.49021 1.21609 2.02079
O -0.09706 -0.41864 3.82344
O 1.79801 0.65750 2.67549
H 2.99364 -1.02912 2.65048
H 3.52441 0.27459 1.57068
H 2.12966 -1.77455 0.49461
H 1.67287 -0.11526 0.04189
C -3.51949 0.42239 2.88257
C -3.68178 -0.30011 1.57746
O -4.66017 -1.30801 1.82900
S -5.72041 -0.74423 2.90819
O -6.85202 -0.23818 2.22652
O -5.84074 -1.70232 3.93779
O -4.84722 0.49944 3.41907
H -2.88929 -0.14709 3.56783
H -3.10811 1.41458 2.75213
H -2.73903 -0.75208 1.27348
H -4.06290 0.36023 0.79134
C 5.42184 -3.15435 -2.94956
C 5.07238 -4.12897 -1.84872
O 5.45532 -3.43749 -0.64228
S 5.22880 -1.87716 -0.81200
O 3.96156 -1.52760 -0.25975
O 6.40976 -1.19874 -0.44813
O 5.07186 -1.86220 -2.40442
H 6.48969 -3.15479 -3.16903
H 4.85901 -3.33324 -3.86069
H 5.61488 -5.06525 -1.92296
H 4.00026 -4.32892 -1.81087
C 6.13409 -0.63406 5.51916
C 7.16898 0.46992 5.56584
O 7.15234 1.01539 4.23463
S 5.68225 0.93967 3.63734
O 5.02414 2.17973 3.80739
O 5.74841 0.31352 2.36619
O 5.08348 -0.09354 4.69742
H 6.52397 -1.53210 5.03799
H 5.73954 -0.88541 6.49852
H 8.16450 0.10751 5.79994
H 6.88990 1.25767 6.26701
C -6.31787 4.69769 3.81999
C -5.66813 6.03600 3.53607
O -4.26398 5.71822 3.41579
S -4.09618 4.27692 2.79262
O -3.85244 4.38578 1.38914
O -3.21860 3.52748 3.60793
O -5.58331 3.77643 2.98788
H -6.19509 4.39557 4.86013
H -7.36928 4.67266 3.55360
H -5.81186 6.75825 4.33236
H -6.00851 6.45900 2.59018
C -0.35452 -5.91563 -3.67008
C -0.55854 -7.14128 -4.53343
O 0.77589 -7.49141 -4.93976
S 1.81607 -7.13636 -3.78304
O 2.09255 -8.28586 -3.00955
O 2.85866 -6.35409 -4.33841
O 0.84666 -6.18543 -2.93753
H -0.19633 -5.02159 -4.27660
H -1.17236 -5.74532 -2.97595
H -1.17145 -6.94873 -5.40799
H -0.98180 -7.97119 -3.96539
*
```

Output
energy: -170858.1096 eV
largest force on an atom: 1.3 eV/A
frontier orbital gap: 9.27 eV
HOMO energy: -12.31 eV
LUMO: -3.03 eV

> Which formula does entry 1 have?

C18H39BIrN6O3SSi

> The lowest largest force on an atom belongs to which entry?

C18H39N4O25P2S7